Entry w
DFT (wB97M-V/def2-TZVPD) results for a 2-piece molecular cluster, C2H3F2NO overall.

Molecular weight: 95.05 g/mol
Highest occupied orbital energy: -9.7 eV
Lowest unoccupied orbital energy: 0.85 eV

CARTESIAN COORDINATES (ANGSTROEM)
C (-1.69, 0.57, -0.31)
C (-1.64, -0.88, -0.44)
N (2.23, -0.04, 0.20)
O (-1.70, -0.38, 0.73)
F (0.90, -0.31, -0.22)
F (2.30, -0.90, 1.35)
H (-0.73, 1.04, -0.48)
H (-2.51, 1.31, -0.29)
H (2.84, -0.41, -0.54)


Entry x
DFT (wB97M-V/def2-TZVPD) results for a 2-piece molecular cluster, C2H3F2NO overall.

Molecular weight: 95.05 g/mol
Highest occupied orbital energy: -8.2 eV
Lowest unoccupied orbital energy: 0.80 eV

CARTESIAN COORDINATES (ANGSTROEM)
C (1.09, -0.97, -0.93)
C (-0.51, -0.04, 0.23)
N (-0.13, 1.22, 0.66)
O (1.76, -0.26, -1.52)
F (-1.65, -0.23, -0.60)
F (-0.67, -1.09, 1.11)
H (1.13, -1.94, -0.53)
H (-0.66, 1.77, -0.05)
H (-0.36, 1.54, 1.63)


Preferred: entry x; penalty for the next structure: 0.1883 hartree.


Entry w
DFT (wB97M-V/def2-TZVPD) results for a 2-piece molecular cluster, C2H3F2NO overall.

Molecular weight: 95.05 g/mol
Highest occupied orbital energy: -9.9 eV
Lowest unoccupied orbital energy: -0.25 eV

CARTESIAN COORDINATES (ANGSTROEM)
C (-0.45, -1.12, -0.97)
C (0.04, 1.01, 0.95)
N (0.24, 0.02, -0.99)
O (-1.34, -1.46, -0.25)
F (1.01, 1.91, 1.02)
F (0.27, 0.02, 1.76)
H (-0.01, -1.81, -1.74)
H (-1.00, 1.28, 1.19)
H (1.24, 0.15, -0.97)


Entry x
DFT (wB97M-V/def2-TZVPD) results for one molecule with the formula C2H3F2NO.

Molecular weight: 95.05 g/mol
Highest occupied orbital energy: -10.4 eV
Lowest unoccupied orbital energy: 0.92 eV
SMILES: FN(F)[C@@H]1CO1

CARTESIAN COORDINATES (ANGSTROEM)
F (-2.72, -1.10, 1.14)
N (-2.13, -0.96, -0.14)
F (-2.85, -0.08, -0.84)
C (-0.59, -0.36, 0.23)
C (0.51, -0.40, -0.71)
O (0.37, -1.36, 0.34)
H (-0.69, 0.29, 1.03)
H (0.52, -0.70, -1.80)
H (1.26, 0.39, -0.52)


Preferred: entry w; penalty for the next structure: 0.1086 hartree.


Entry w
DFT (wB97M-V/def2-TZVPD) results for C29H33AsCdN9OS3SbSe4 as an isolated structure.

Molecular weight: 1244.78 g/mol
Highest occupied orbital energy: -1.7 eV
Net charge: -2
Lowest unoccupied orbital energy: 3.76 eV

CARTESIAN COORDINATES (ANGSTROEM)
Cd (-0.63, 0.63, 0.32)
S (-2.26, 0.57, 3.65)
C (-3.21, 0.78, 2.27)
N (-2.86, 0.79, 0.99)
C (-3.96, 0.97, 0.15)
C (-3.93, 1.00, -1.25)
C (-5.10, 1.19, -1.95)
C (-6.32, 1.35, -1.29)
C (-6.37, 1.31, 0.10)
C (-5.19, 1.12, 0.80)
S (-4.94, 1.01, 2.51)
H (-2.99, 0.85, -1.77)
H (-5.06, 1.17, -3.03)
H (-7.23, 1.49, -1.86)
H (-7.31, 1.43, 0.62)
N (-0.55, 3.65, -2.18)
C (-0.20, 4.17, -1.03)
N (0.03, 5.49, -0.96)
C (0.43, 5.92, 0.22)
N (0.66, 7.26, 0.35)
N (0.64, 5.18, 1.31)
C (0.36, 3.89, 1.14)
N (-0.07, 3.32, 0.04)
C (0.63, 3.00, 2.31)
C (0.99, 3.54, 3.54)
C (1.27, 2.68, 4.59)
C (1.15, 1.32, 4.40)
C (0.73, 0.87, 3.16)
N (0.54, 1.68, 2.12)
H (-0.61, 4.20, -3.02)
H (-0.63, 2.64, -2.29)
H (0.68, 7.81, -0.49)
H (1.14, 7.58, 1.17)
H (1.06, 4.61, 3.63)
H (1.58, 3.08, 5.55)
H (1.32, 0.62, 5.19)
H (0.64, -0.19, 2.96)
C (0.05, -4.19, -2.98)
N (-0.73, -3.85, -1.79)
N (-0.05, -3.26, -0.74)
C (-0.93, -2.37, -0.08)
O (-0.60, -1.74, 0.93)
C (-2.14, -2.41, -0.83)
C (-1.96, -3.26, -1.87)
C (-2.86, -3.55, -3.02)
C (0.87, -4.04, 0.00)
C (1.79, -3.40, 0.82)
C (2.64, -4.16, 1.60)
C (2.62, -5.55, 1.55)
C (1.73, -6.18, 0.70)
C (0.85, -5.43, -0.08)
H (0.99, -4.63, -2.65)
H (0.25, -3.31, -3.60)
H (-0.51, -4.91, -3.56)
H (-3.01, -1.80, -0.63)
H (-3.82, -3.07, -2.87)
H (-2.99, -4.63, -3.14)
H (-2.44, -3.14, -3.94)
H (1.80, -2.32, 0.85)
H (3.35, -3.66, 2.25)
H (3.28, -6.13, 2.18)
H (1.70, -7.26, 0.63)
H (0.14, -5.92, -0.74)
C (4.15, 2.03, 0.71)
As (3.54, 0.18, 0.80)
C (4.42, -0.21, 2.55)
C (4.91, -0.65, -0.31)
S (1.63, 0.02, -0.79)
H (5.25, 2.06, 0.72)
H (3.79, 2.58, 1.59)
H (3.78, 2.51, -0.19)
H (5.49, -0.03, 2.43)
H (4.26, -1.25, 2.85)
H (4.03, 0.45, 3.32)
H (5.91, -0.38, 0.06)
H (4.80, -0.33, -1.34)
H (4.80, -1.74, -0.26)
Se (0.35, -1.54, -5.69)
Sb (-1.08, 0.20, -4.70)
Se (-0.33, 0.28, -2.21)
Se (-0.77, 2.50, -5.50)
Se (-3.43, -0.50, -4.98)


Entry x
DFT (wB97M-V/def2-TZVPD) results for C29H33AsCdN9OS3SbSe4 as an isolated structure.

Molecular weight: 1244.78 g/mol
Highest occupied orbital energy: -1.2 eV
Net charge: -2
Lowest unoccupied orbital energy: 3.66 eV

CARTESIAN COORDINATES (ANGSTROEM)
Cd (-0.52, 0.76, 0.29)
S (-2.15, 0.53, 3.64)
C (-3.09, 0.74, 2.24)
N (-2.75, 0.80, 0.96)
C (-3.88, 0.94, 0.13)
C (-3.87, 0.98, -1.26)
C (-5.06, 1.12, -1.95)
C (-6.27, 1.21, -1.26)
C (-6.30, 1.15, 0.13)
C (-5.10, 1.00, 0.80)
S (-4.83, 0.88, 2.51)
H (-2.92, 0.90, -1.77)
H (-5.04, 1.12, -3.03)
H (-7.20, 1.32, -1.82)
H (-7.23, 1.21, 0.68)
N (-0.65, 3.74, -2.14)
C (-0.21, 4.24, -1.00)
N (0.06, 5.56, -0.93)
C (0.49, 5.99, 0.24)
N (0.73, 7.32, 0.37)
N (0.70, 5.23, 1.34)
C (0.42, 3.94, 1.15)
N (-0.03, 3.40, 0.04)
C (0.67, 3.03, 2.31)
C (1.00, 3.52, 3.56)
C (1.27, 2.62, 4.58)
C (1.14, 1.27, 4.33)
C (0.71, 0.87, 3.07)
N (0.60, 1.72, 2.05)
H (-0.76, 4.30, -2.97)
H (-0.80, 2.74, -2.23)
H (0.74, 7.87, -0.47)
H (1.22, 7.63, 1.19)
H (1.06, 4.59, 3.70)
H (1.56, 2.97, 5.56)
H (1.30, 0.52, 5.09)
H (0.66, -0.19, 2.82)
C (0.22, -4.24, -3.00)
N (-0.56, -3.82, -1.84)
N (0.10, -3.25, -0.77)
C (-0.76, -2.30, -0.17)
O (-0.43, -1.66, 0.83)
C (-1.97, -2.34, -0.94)
C (-1.78, -3.22, -1.96)
C (-2.69, -3.55, -3.09)
C (0.90, -4.08, 0.05)
C (1.77, -3.49, 0.96)
C (2.46, -4.28, 1.87)
C (2.32, -5.66, 1.86)
C (1.49, -6.25, 0.91)
C (0.79, -5.46, 0.00)
H (1.15, -4.70, -2.65)
H (0.44, -3.40, -3.66)
H (-0.36, -4.97, -3.56)
H (-2.82, -1.71, -0.77)
H (-3.65, -3.06, -2.96)
H (-2.82, -4.64, -3.16)
H (-2.28, -3.19, -4.03)
H (1.88, -2.41, 0.98)
H (3.12, -3.81, 2.59)
H (2.83, -6.27, 2.59)
H (1.38, -7.32, 0.88)
H (0.12, -5.91, -0.72)
C (4.09, 2.08, 0.64)
As (3.41, 0.25, 0.71)
C (4.34, -0.22, 2.41)
C (4.73, -0.60, -0.46)
S (1.61, 0.22, -0.77)
H (5.18, 2.03, 0.62)
H (3.80, 2.61, 1.55)
H (3.75, 2.64, -0.22)
H (5.41, -0.06, 2.21)
H (4.20, -1.26, 2.70)
H (4.04, 0.44, 3.22)
H (5.72, -0.36, -0.08)
H (4.65, -0.25, -1.49)
H (4.61, -1.68, -0.45)
Se (-0.01, -1.40, -5.67)
Sb (-1.21, 0.36, -4.41)
Se (-0.27, 0.43, -2.09)
Se (-1.00, 2.55, -5.54)
Se (-3.54, -0.34, -4.99)


Preferred: entry w; penalty for the next structure: 0.0570 hartree.


Entry w
DFT (wB97M-V/def2-TZVPD) results for C23H18MnN6O7 as an isolated structure.

Molecular weight: 545.37 g/mol
Spin multiplicity: 6
Highest occupied orbital energy (alpha / beta): -1.1 / -1.2 eV
Net charge: -2
Lowest unoccupied orbital energy (alpha / beta): 4.67 / 4.66 eV

CARTESIAN COORDINATES (ANGSTROEM)
Mn (-0.02, 0.16, 0.16)
O (0.64, -2.02, -0.06)
C (1.44, -2.44, -0.95)
C (2.46, -3.39, -0.63)
C (3.31, -3.90, -1.58)
C (3.21, -3.54, -2.94)
C (2.23, -2.64, -3.29)
C (1.37, -2.07, -2.34)
C (0.31, -1.21, -2.82)
N (-0.44, -0.52, -2.05)
C (-1.63, 0.13, -2.52)
C (-2.74, -0.13, -1.49)
N (-2.24, -0.12, -0.12)
C (-3.08, -0.38, 0.80)
C (-2.85, -0.48, 2.23)
C (-3.97, -0.79, 3.01)
C (-3.91, -0.92, 4.38)
C (-2.66, -0.73, 4.99)
C (-1.54, -0.44, 4.27)
C (-1.56, -0.29, 2.84)
O (-0.49, -0.02, 2.22)
H (2.56, -3.67, 0.41)
H (4.08, -4.61, -1.28)
H (3.88, -3.95, -3.68)
H (2.12, -2.33, -4.32)
H (0.13, -1.21, -3.91)
H (-1.96, -0.25, -3.50)
H (-1.46, 1.20, -2.60)
H (-3.17, -1.12, -1.69)
H (-3.54, 0.61, -1.61)
H (-4.13, -0.59, 0.52)
H (-4.92, -0.92, 2.50)
H (-4.79, -1.16, 4.96)
H (-2.58, -0.83, 6.07)
H (-0.58, -0.29, 4.75)
O (6.27, 2.37, 1.27)
C (5.06, 2.20, 1.25)
C (4.03, 3.17, 1.73)
O (4.24, 4.35, 2.06)
C (2.70, 2.54, 1.59)
C (2.88, 1.33, 0.83)
O (1.95, 0.65, 0.30)
C (4.31, 1.06, 0.62)
O (4.81, 0.15, -0.02)
O (1.62, 3.09, 1.90)
N (2.18, 5.74, 0.54)
C (1.60, 4.76, -0.20)
N (2.41, 4.06, -1.02)
N (0.28, 4.64, -0.15)
C (-0.13, 3.42, -0.45)
N (-0.45, 2.34, -0.72)
H (3.12, 5.49, 0.86)
H (1.59, 5.99, 1.31)
H (3.36, 3.91, -0.69)
H (2.01, 3.22, -1.42)


Entry x
DFT (wB97M-V/def2-TZVPD) results for C23H18MnN6O7 as an isolated structure.

Molecular weight: 545.37 g/mol
Spin multiplicity: 6
Highest occupied orbital energy (alpha / beta): -1.0 / -1.0 eV
Net charge: -2
Lowest unoccupied orbital energy (alpha / beta): 4.70 / 4.69 eV

CARTESIAN COORDINATES (ANGSTROEM)
Mn (-0.65, 0.30, 0.31)
O (-2.67, -0.37, 0.73)
C (-3.46, -0.27, 1.71)
C (-4.80, -0.79, 1.61)
C (-5.70, -0.70, 2.63)
C (-5.36, -0.10, 3.86)
C (-4.09, 0.40, 4.00)
C (-3.13, 0.33, 2.97)
C (-1.83, 0.88, 3.26)
N (-0.82, 0.96, 2.48)
C (0.40, 1.53, 3.00)
C (1.54, 0.53, 2.82)
N (1.67, 0.27, 1.40)
C (2.49, -0.63, 1.02)
C (2.77, -0.95, -0.38)
C (3.22, -2.24, -0.68)
C (3.40, -2.65, -1.99)
C (3.13, -1.76, -3.02)
C (2.72, -0.47, -2.75)
C (2.55, -0.04, -1.43)
O (2.18, 1.21, -1.13)
H (-5.05, -1.26, 0.66)
H (-6.69, -1.11, 2.50)
H (-6.08, -0.04, 4.67)
H (-3.79, 0.86, 4.94)
H (-1.73, 1.28, 4.28)
H (0.30, 1.81, 4.06)
H (0.64, 2.42, 2.42)
H (1.35, -0.39, 3.38)
H (2.46, 0.99, 3.20)
H (3.02, -1.25, 1.75)
H (3.35, -2.94, 0.13)
H (3.67, -3.68, -2.20)
H (3.19, -2.09, -4.05)
H (2.47, 0.22, -3.55)
O (0.50, -4.91, -3.01)
C (0.23, -3.94, -2.33)
C (-0.18, -2.58, -2.84)
O (-0.30, -2.27, -4.02)
C (-0.33, -1.74, -1.66)
C (-0.06, -2.49, -0.47)
O (-0.08, -1.96, 0.67)
C (0.30, -3.86, -0.83)
O (0.64, -4.77, -0.08)
O (-0.60, -0.50, -1.62)
N (1.20, 5.34, -3.55)
C (1.01, 4.16, -2.80)
N (1.61, 3.05, -3.12)
N (0.17, 4.35, -1.76)
C (-0.18, 3.31, -1.06)
N (-0.55, 2.47, -0.34)
H (1.35, 5.16, -4.53)
H (0.43, 5.98, -3.40)
H (2.19, 3.18, -3.94)
H (1.97, 1.77, -1.92)


Preferred: entry x; penalty for the next structure: 0.0146 hartree.


Entry w
DFT (wB97M-V/def2-TZVPD) results for one molecule with the formula C3H5ClS.

Molecular weight: 108.59 g/mol
Highest occupied orbital energy: -8.9 eV
Lowest unoccupied orbital energy: -0.08 eV
SMILES: C[C@@H](Cl)C=S

CARTESIAN COORDINATES (ANGSTROEM)
C (-0.30, 1.11, -0.32)
C (-0.42, -0.32, 0.18)
Cl (-1.65, -1.26, -0.44)
C (0.83, -1.12, 0.19)
S (2.17, -0.85, -0.45)
H (0.30, 1.12, -1.26)
H (-1.28, 1.65, -0.66)
H (0.11, 1.73, 0.55)
H (-0.53, -0.08, 1.31)
H (0.78, -1.97, 0.90)


Entry x
DFT (wB97M-V/def2-TZVPD) results for one molecule with the formula C3H5ClS.

Molecular weight: 108.59 g/mol
Highest occupied orbital energy: -8.9 eV
Lowest unoccupied orbital energy: -0.47 eV
SMILES: CC(=S)CCl

CARTESIAN COORDINATES (ANGSTROEM)
C (-0.30, 1.18, -0.16)
C (-0.48, -0.12, -0.15)
S (-1.82, -0.86, -0.52)
C (0.57, -1.07, 0.38)
Cl (2.13, -0.54, -0.54)
H (-1.23, 1.58, -0.81)
H (-0.34, 1.57, 1.11)
H (0.73, 1.43, -0.81)
H (0.55, -1.21, 1.43)
H (0.19, -1.94, 0.06)


Entry y
DFT (wB97M-V/def2-TZVPD) results for one molecule with the formula C3H5ClS.

Molecular weight: 108.59 g/mol
Highest occupied orbital energy: -9.1 eV
Lowest unoccupied orbital energy: -0.47 eV
SMILES: C[C@@H](Cl)C=S

CARTESIAN COORDINATES (ANGSTROEM)
C (0.31, 1.15, 0.14)
C (0.35, -0.31, -0.39)
Cl (1.89, -1.11, -0.04)
C (-0.87, -1.15, 0.26)
S (-2.35, -0.79, -0.10)
H (0.33, 1.25, 1.18)
H (1.13, 1.68, -0.38)
H (-0.66, 1.48, -0.23)
H (0.23, -0.38, -1.41)
H (-0.36, -1.81, 0.97)


Preferred: entry y; penalty for the next structure: 0.0195 hartree.